1 | Molecular formula: C5H12NO2
Method: DFT, the ωB97M-V functional and the def2-TZVPD basis

Summary:
LUMO (spin up / spin down) (eV): -6.13 / -6.13
Molar mass (g/mol): 118.2
HOMO-LUMO gap (spin up / spin down) (eV): 7.724 / 7.722
HOMO energy (spin up / spin down) (eV): -13.853 / -13.851
Total charge: +1
Multiplicity: 1

Structure (XYZ):
```
20
C5H12NO2 the ωB97M-V functional and the def2-TZVPD basis
C -0.639 1.347 0.723
C 0.246 1.465 -1.766
C -0.040 -1.449 -0.782
C -0.066 -1.314 1.631
C 0.358 1.295 -0.297
N -0.735 -1.031 0.433
O -0.169 1.311 1.853
O 1.511 1.269 0.262
H -1.614 1.471 0.367
H 0.750 0.830 -2.453
H -0.744 1.576 -1.965
H 0.618 2.411 -2.015
H -0.408 -2.510 -1.112
H -0.189 -0.772 -1.715
H 1.030 -1.719 -0.635
H -0.453 -2.309 1.990
H 0.945 -1.533 1.433
H -0.087 -0.515 2.475
H -1.737 -1.065 0.286
H 1.424 1.243 1.286
```

=====

2 | Molecular formula: C5H12NO2
Method: DFT, the ωB97M-V functional and the def2-TZVPD basis

Summary:
LUMO (eV): -3.80
Molar mass (g/mol): 118.2
HOMO-LUMO gap (eV): 10.874
HOMO energy (eV): -14.672
Total charge: +1
Multiplicity: 1

Structure (XYZ):
```
20
C5H12NO2 the ωB97M-V functional and the def2-TZVPD basis
C 1.944 -0.159 0.333
N 0.506 0.419 0.419
C 0.319 1.933 0.178
C -0.557 -0.356 -0.269
C -0.532 -1.807 -0.013
O -0.201 0.052 -1.806
C -1.974 0.207 0.137
O -2.253 0.763 1.174
H 2.021 -0.146 -0.693
H 2.629 0.533 0.813
H 2.056 -1.155 0.673
H 0.300 0.391 1.399
H 0.765 2.233 -0.802
H -0.731 2.174 0.419
H 1.058 2.446 0.868
H -0.559 -2.042 1.049
H -1.523 -2.256 -0.536
H 0.264 -2.208 -0.654
H -0.639 -0.745 -2.276
H -2.892 -0.279 -0.412
```

=====

Which structure loses on stability? 1 does.

=====

1 | Molecular formula: C6H8N2
Method: DFT, the ωB97M-V functional and the def2-TZVPD basis

Summary:
LUMO (eV): -0.44
Molar mass (g/mol): 108.1
HOMO-LUMO gap (eV): 7.605
HOMO energy (eV): -8.045
Multiplicity: 1

Structure (XYZ):
```
16
C6H8N2 the ωB97M-V functional and the def2-TZVPD basis
C -0.240 -1.544 1.022
C 1.780 -0.375 -0.654
C 0.701 0.778 -0.704
C -0.743 0.897 -0.558
C -1.385 2.048 -0.049
C -1.851 3.209 0.105
H 0.077 -0.456 1.705
H -0.418 -2.474 1.667
H -1.371 -1.225 0.228
H 0.883 -3.406 -0.013
H 2.563 0.036 -1.212
H 1.077 1.759 -0.263
H -1.619 0.305 -0.723
H -1.939 4.465 -0.170
N 0.712 -2.328 0.101
N 1.773 -1.690 -0.482
```

=====

2 | Molecular formula: C6H8N2
Method: DFT, the ωB97M-V functional and the def2-TZVPD basis

Summary:
LUMO (eV): 0.86
Molar mass (g/mol): 108.1
HOMO-LUMO gap (eV): 8.852
HOMO energy (eV): -7.988
Multiplicity: 1

Structure (XYZ):
```
16
C6H8N2 the ωB97M-V functional and the def2-TZVPD basis
C 1.679 -0.481 -2.166
C 0.722 -0.596 -1.228
C 0.331 0.430 -0.279
N 0.816 1.572 -0.172
C 0.093 2.121 0.894
C -0.749 1.117 1.473
N -0.613 -0.011 0.726
C -1.227 -1.264 0.878
H 2.303 0.433 -2.240
H 1.781 -1.270 -3.026
H 0.230 -1.524 -1.166
H 0.183 3.213 1.153
H -1.397 1.168 2.333
H -0.815 -1.957 0.182
H -1.056 -1.639 1.876
H -2.280 -1.311 0.761
```

=====

Which structure loses on stability? 1 does.

=====

1 | Molecular formula: C6H8N2
Method: DFT, the ωB97M-V functional and the def2-TZVPD basis

Summary:
LUMO (eV): 0.95
Molar mass (g/mol): 108.1
HOMO-LUMO gap (eV): 9.310
HOMO energy (eV): -8.365
Multiplicity: 1

Structure (XYZ):
```
16
C6H8N2 the ωB97M-V functional and the def2-TZVPD basis
C -1.809 -0.344 0.037
C -1.269 1.218 -0.205
C -0.004 1.670 0.080
C 0.911 0.571 0.596
C 2.123 -0.039 -0.161
C 0.270 -1.822 0.006
H -2.692 -0.674 -0.661
H -2.335 -0.404 1.293
H -2.062 1.910 -1.159
H 0.402 2.800 -0.123
H 0.440 0.389 1.636
H 3.025 -0.465 0.378
H 2.505 0.486 -1.184
H 0.644 -2.928 -0.327
N 0.857 -0.678 -0.277
N -1.007 -1.689 0.071
```

=====

2 | Molecular formula: C6H8N2
Method: DFT, the ωB97M-V functional and the def2-TZVPD basis

Summary:
LUMO (eV): 0.18
Molar mass (g/mol): 108.1
HOMO-LUMO gap (eV): 8.837
HOMO energy (eV): -8.654
Multiplicity: 1

Structure (XYZ):
```
16
C6H8N2 the ωB97M-V functional and the def2-TZVPD basis
H -2.593 -1.773 -0.545
N -2.763 -0.765 -0.444
N -1.628 -0.266 -0.246
C -1.575 1.020 0.115
C -0.421 1.635 0.030
C 0.750 0.891 -0.513
C 2.066 0.818 0.147
C 1.334 -0.261 0.209
C 1.064 -1.662 0.220
H -2.261 1.529 0.719
H -0.409 2.695 0.410
H 0.516 0.756 -1.575
H 2.846 1.449 0.583
H 0.114 -1.917 -0.328
H 2.007 -2.123 -0.084
H 0.953 -2.026 1.303
```

=====

Which structure loses on stability? 1 does.

=====

1 | Molecular formula: C6H8N2
Method: DFT, the ωB97M-V functional and the def2-TZVPD basis

Summary:
LUMO (eV): 0.42
Molar mass (g/mol): 108.1
HOMO-LUMO gap (eV): 7.899
HOMO energy (eV): -7.481
Multiplicity: 1

Structure (XYZ):
```
16
C6H8N2 the ωB97M-V functional and the def2-TZVPD basis
C -2.661 0.350 0.055
N -1.825 -0.744 -0.039
C -0.602 -0.273 -0.197
C 0.398 -1.337 0.131
C 1.694 -0.907 -0.042
N 2.120 0.258 -0.146
C 1.230 1.332 0.104
C -0.065 1.022 -0.019
H -3.706 0.204 -0.635
H -2.147 1.295 -0.492
H -2.894 0.499 1.196
H 0.098 -2.419 0.181
H 2.450 -1.618 0.280
H 3.184 0.285 0.180
H 1.728 2.231 0.095
H -0.736 1.803 0.290
```

=====

2 | Molecular formula: C6H8N2
Method: DFT, the ωB97M-V functional and the def2-TZVPD basis

Summary:
LUMO (eV): 0.66
Molar mass (g/mol): 108.1
HOMO-LUMO gap (eV): 9.257
HOMO energy (eV): -8.596
Multiplicity: 1

Structure (XYZ):
```
16
C6H8N2 the ωB97M-V functional and the def2-TZVPD basis
C -1.314 -1.224 1.185
C -1.209 0.146 0.295
C -2.163 0.986 0.408
C 0.171 0.189 -0.450
C 1.254 -0.762 -0.350
C 1.916 1.152 -1.360
H -0.415 -1.887 0.360
H -2.477 -1.438 1.209
H -0.911 -1.102 2.304
H -3.025 0.871 1.116
H -2.187 1.845 -0.591
H 1.399 -1.787 0.169
H 3.389 -0.370 -0.762
H 2.591 2.019 -1.526
N 2.367 -0.099 -1.095
N 0.612 1.461 -0.913
```

=====

3 | Molecular formula: C6H8N2
Method: DFT, the ωB97M-V functional and the def2-TZVPD basis

Summary:
LUMO (eV): 1.02
Molar mass (g/mol): 108.1
HOMO-LUMO gap (eV): 9.753
HOMO energy (eV): -8.735
Multiplicity: 1

Structure (XYZ):
```
16
C6H8N2 the ωB97M-V functional and the def2-TZVPD basis
C 2.185 -0.530 -0.212
C 0.968 -0.024 -0.037
C 0.483 1.455 -0.128
C -1.062 1.590 0.006
N -1.988 0.732 -0.243
N -1.311 -0.415 -0.541
C -1.328 -1.758 -0.047
C -0.299 -0.776 0.318
H 3.160 0.006 -0.214
H 2.326 -1.653 -0.188
H 0.798 1.770 -1.152
H 0.943 2.148 0.654
H -1.304 2.587 0.508
H -1.070 -2.535 -0.801
H -1.970 -2.219 0.734
H -0.533 -0.380 1.342
```

=====

4 | Molecular formula: C6H8N2
Method: DFT, the ωB97M-V functional and the def2-TZVPD basis

Summary:
LUMO (eV): -0.52
Molar mass (g/mol): 108.1
HOMO-LUMO gap (eV): 9.031
HOMO energy (eV): -9.553
Multiplicity: 1

Structure (XYZ):
```
16
C6H8N2 the ωB97M-V functional and the def2-TZVPD basis
C -2.335 -0.044 1.595
C -1.341 0.740 0.647
C 0.581 -0.111 -0.445
C 1.271 -1.277 -0.836
C 2.489 -0.796 -1.283
C 2.260 0.778 -1.436
H -3.083 0.704 2.073
H -2.893 -0.990 1.164
H -1.649 -0.500 2.387
H -0.839 1.648 1.108
H -1.779 1.322 -0.128
H 0.398 -2.296 -0.652
H 3.136 -1.549 -1.811
H 3.027 1.580 -1.741
N -0.470 -0.258 0.233
N 1.226 1.049 -0.873
```

=====

Which structure loses on stability? 2 does.

=====

1 | Molecular formula: C4H9O
Method: DFT, the ωB97M-V functional and the def2-TZVPD basis

Summary:
LUMO (eV): 4.03
Molar mass (g/mol): 73.1
HOMO-LUMO gap (eV): 5.963
HOMO energy (eV): -1.932
Total charge: -1
Multiplicity: 1

Structure (XYZ):
```
14
C4H9O the ωB97M-V functional and the def2-TZVPD basis
C -0.307 -0.158 2.654
O -0.215 0.908 1.852
H -0.174 0.167 3.694
H -1.180 -0.785 2.609
H 0.525 -0.887 2.489
C -0.856 -0.792 -2.189
C 0.082 0.189 -1.373
C 1.415 0.096 -1.405
H -1.057 -0.419 -3.230
H -0.298 -1.755 -2.345
H -1.667 -0.849 -1.509
H -0.291 0.781 -0.522
H 1.802 1.248 -1.022
H 2.058 -0.776 -1.101
```

=====

2 | Molecular formula: C4H9O
Method: DFT, the ωB97M-V functional and the def2-TZVPD basis

Summary:
LUMO (eV): 4.27
Molar mass (g/mol): 73.1
HOMO-LUMO gap (eV): 6.591
HOMO energy (eV): -2.317
Total charge: -1
Multiplicity: 1

Structure (XYZ):
```
14
C4H9O the ωB97M-V functional and the def2-TZVPD basis
C 0.837 -1.377 -0.745
O 0.339 -0.161 -1.037
C 2.297 -1.309 -0.239
H 0.849 -2.069 -1.630
H 0.254 -1.923 0.043
H 2.783 -2.295 -0.168
H 2.344 -0.828 0.743
H 2.843 -0.670 -0.939
C -1.830 2.008 1.522
C -2.001 1.170 0.501
H -2.674 2.485 2.018
H -0.840 2.256 1.885
H -2.919 0.606 0.381
H -1.127 0.946 -0.121
```

=====

3 | Molecular formula: C4H9O
Method: DFT, the ωB97M-V functional and the def2-TZVPD basis

Summary:
LUMO (eV): 4.39
Molar mass (g/mol): 73.1
HOMO-LUMO gap (eV): 6.108
HOMO energy (eV): -1.716
Total charge: -1
Multiplicity: 1

Structure (XYZ):
```
14
C4H9O the ωB97M-V functional and the def2-TZVPD basis
C 0.365 -0.867 1.273
O -0.505 -1.558 1.923
C 1.090 0.525 1.985
C 0.022 0.573 0.890
C 0.586 1.270 -0.467
H 0.894 -1.339 0.266
H -3.388 -2.073 -4.878
H 0.898 0.262 3.014
H 2.197 0.556 1.674
H -3.074 -2.609 -4.440
H -0.929 0.989 1.145
H 0.604 2.353 -0.364
H 1.560 0.839 -0.836
H -0.319 1.080 -1.184
```

=====

4 | Molecular formula: C4H9O
Method: DFT, the ωB97M-V functional and the def2-TZVPD basis

Summary:
LUMO (eV): 4.05
Molar mass (g/mol): 73.1
HOMO-LUMO gap (eV): 5.759
HOMO energy (eV): -1.707
Total charge: -1
Multiplicity: 1

Structure (XYZ):
```
14
C4H9O the ωB97M-V functional and the def2-TZVPD basis
C -1.845 -1.968 -0.278
O -1.156 -1.456 -1.345
H -2.791 -2.453 -0.628
H -1.269 -2.556 0.460
H -2.345 -1.224 0.402
C 2.049 0.760 0.618
C 0.562 0.763 0.241
C 0.108 1.657 -0.639
H 2.675 0.550 -0.246
H 2.368 1.626 1.204
H 2.180 -0.029 1.374
H -0.157 0.069 0.652
H -0.965 1.856 -0.562
H 0.587 2.404 -1.254
```

=====

Which structure loses on stability? 1 does.

=====

1 | Molecular formula: C6H16N2O
Method: DFT, the ωB97M-V functional and the def2-TZVPD basis

Summary:
LUMO (eV): 0.99
Molar mass (g/mol): 132.2
HOMO-LUMO gap (eV): 9.657
HOMO energy (eV): -8.666
Multiplicity: 1

Structure (XYZ):
```
25
C6H16N2O the ωB97M-V functional and the def2-TZVPD basis
C -0.627 -2.556 0.805
C -0.906 -1.310 1.078
C 0.030 -0.381 1.823
C -0.189 1.091 1.492
C 0.907 1.702 0.598
N 0.583 1.743 -0.840
C 1.301 0.802 -1.679
N 0.626 -0.543 -1.728
H 0.359 -3.060 1.072
H -1.298 -3.229 0.302
H -1.890 -0.874 0.836
H 1.062 -0.667 1.644
H -0.072 -0.569 2.914
H -0.233 1.646 2.398
H -1.200 1.240 0.998
H 1.084 2.758 0.958
H 1.863 1.198 0.754
H -0.415 1.715 -0.979
H 2.353 0.789 -1.363
H 1.241 1.174 -2.753
H 0.625 -1.029 -0.854
H 0.981 -1.144 -2.463
O -2.254 0.175 -1.744
H -2.608 -0.607 -1.380
H -1.323 -0.062 -1.888
```

=====

2 | Molecular formula: C6H16N2O
Method: DFT, the ωB97M-V functional and the def2-TZVPD basis

Summary:
LUMO (eV): 0.80
Molar mass (g/mol): 132.2
HOMO-LUMO gap (eV): 9.792
HOMO energy (eV): -8.995
Multiplicity: 1

Structure (XYZ):
```
25
C6H16N2O the ωB97M-V functional and the def2-TZVPD basis
C 0.804 1.804 -0.560
C 0.813 0.275 -0.485
C 2.086 -0.176 0.259
O 3.235 -0.140 -0.551
C -0.473 -0.330 0.159
C -0.567 -1.819 -0.199
N -0.521 -0.217 1.612
C -1.742 0.394 -0.371
N -2.997 -0.147 0.108
H 1.775 2.173 -0.889
H 0.063 2.162 -1.267
H 0.596 2.241 0.416
H 0.880 -0.121 -1.505
H 2.233 0.449 1.153
H 2.012 -1.217 0.577
H 3.335 0.748 -0.912
H -1.341 -2.292 0.400
H -0.805 -1.940 -1.253
H 0.368 -2.334 0.001
H -0.401 0.747 1.901
H 0.206 -0.772 2.046
H -1.718 1.437 -0.050
H -1.748 0.366 -1.464
H -2.955 -0.206 1.121
H -3.137 -1.087 -0.247
```

=====

Which structure loses on stability? 1 does.

=====

1 | Molecular formula: C6H16N2O
Method: DFT, the ωB97M-V functional and the def2-TZVPD basis

Summary:
LUMO (eV): 0.78
Molar mass (g/mol): 132.2
HOMO-LUMO gap (eV): 7.332
HOMO energy (eV): -6.551
Multiplicity: 1

Structure (XYZ):
```
25
C6H16N2O the ωB97M-V functional and the def2-TZVPD basis
C 0.286 0.848 0.915
C -2.851 -0.610 -0.212
C -1.626 -0.584 0.652
C 2.084 -1.230 0.550
C 1.124 -0.232 -1.450
C 1.013 2.123 0.593
N 0.950 -0.551 -0.044
N -1.051 0.783 0.664
O -2.523 -0.501 -1.615
H -1.856 -1.182 -1.772
H -1.327 1.304 -0.163
H 0.536 0.423 1.886
H -3.538 0.232 -0.045
H -3.413 -1.531 -0.014
H -0.161 -1.073 0.156
H -1.874 -0.864 1.681
H 1.871 -1.447 1.598
H 2.293 -2.175 0.035
H 2.993 -0.619 0.504
H 1.243 -1.147 -2.043
H 0.238 0.296 -1.807
H 2.002 0.399 -1.623
H 0.764 2.890 1.328
H 2.090 1.957 0.621
H 0.737 2.494 -0.395
```

=====

2 | Molecular formula: C6H16N2O
Method: DFT, the ωB97M-V functional and the def2-TZVPD basis

Summary:
LUMO (eV): 0.77
Molar mass (g/mol): 132.2
HOMO-LUMO gap (eV): 8.047
HOMO energy (eV): -7.279
Multiplicity: 1

Structure (XYZ):
```
25
C6H16N2O the ωB97M-V functional and the def2-TZVPD basis
C 2.139 -1.749 0.466
C 2.494 -1.576 1.879
C 2.164 -0.665 -0.483
N 1.058 -1.356 1.979
H 0.491 -2.178 2.124
H 1.809 -2.735 0.161
H 2.856 -2.446 2.422
H 3.065 -0.682 2.119
H 1.318 0.088 -0.097
H 1.882 -0.958 -1.490
H 3.093 -0.093 -0.460
C -1.411 0.990 -0.991
C -1.680 2.443 -0.590
C -2.617 0.350 -1.674
N -1.022 0.134 0.139
O 0.146 0.670 0.777
H 0.569 -0.387 1.548
H -1.762 0.201 0.840
H -0.561 0.969 -1.681
H -2.570 2.504 0.043
H -0.831 2.834 -0.031
H -1.851 3.068 -1.470
H -2.902 0.917 -2.562
H -3.480 0.334 -1.000
H -2.398 -0.677 -1.969
```

=====

Which structure loses on stability? 2 does.